Record 1
C40H23N11ORuS | ωB97M-V/def2-TZVPD

Output
net charge: -1
total energy: -2708.786456 Ha
spin multiplicity: 2
expectation value of S²: 0.813
highest occupied orbital energy (alpha / beta): -3.63 / -3.93 eV

```
77
Properties=species:S:1:pos:R:3:forces:R:3:lowdin_charge:R:1
Ru 0.86109 -0.01780 -0.41997 -0.002 -0.021 -0.092 0.94
C 3.04802 1.87409 5.55137 0.004 0.008 0.019 -0.10
C 2.17226 2.95726 5.37120 -0.004 -0.001 -0.007 -0.10
C 1.42323 3.08482 4.21670 0.012 -0.010 0.011 -0.03
C 1.56382 2.10369 3.23632 -0.022 -0.009 -0.030 -0.11
C 0.97783 1.90764 1.94333 0.047 0.006 0.014 -0.18
N -0.03387 2.71486 1.37862 0.014 0.025 -0.023 0.08
C -1.97930 1.78049 0.43889 0.003 0.065 -0.016 -0.24
C -3.37638 2.13478 -0.03224 -0.073 0.025 0.045 -0.10
C -4.21399 3.07505 0.53488 0.059 -0.026 -0.030 0.00
C -5.45039 3.35165 -0.04136 -0.025 0.011 -0.004 -0.07
C -5.85243 2.71285 -1.20464 0.012 0.002 0.000 -0.09
C -5.00870 1.80362 -1.82369 -0.042 0.013 -0.014 -0.03
C -3.77960 1.52783 -1.23759 0.171 -0.158 0.162 -0.13
C -2.84328 0.62325 -1.80907 0.115 0.175 -0.273 0.12
N -1.99036 -0.02295 -2.25246 -0.282 -0.243 0.148 0.27
C -1.11100 -0.94330 -2.65661 0.150 0.295 -0.126 -0.25
N 0.10339 -1.11160 -2.02917 -0.114 -0.062 0.173 0.03
C 0.60389 -2.26723 -2.47550 0.025 -0.009 0.001 -0.28
N 1.69476 -2.94622 -2.01661 0.046 0.070 0.033 0.20
C 2.27263 -2.67324 -0.89619 -0.051 -0.045 -0.050 -0.29
N 1.98493 -1.67234 0.01212 0.000 0.032 0.033 0.00
C 2.88480 -1.71999 1.01443 -0.033 -0.012 0.029 -0.28
N 3.03758 -0.90582 2.04034 0.017 -0.003 -0.001 0.19
C 2.36005 0.22059 2.21322 -0.036 -0.019 -0.077 -0.25
N 1.46617 0.81669 1.34907 -0.019 0.036 0.066 0.03
C 2.44818 1.02606 3.41186 0.023 0.021 0.060 -0.11
C 3.19582 0.90272 4.57773 -0.009 -0.002 -0.025 -0.02
C 3.78512 -2.86896 0.81456 0.011 -0.005 -0.009 -0.10
C 4.84336 -3.35855 1.55861 -0.008 -0.014 -0.010 -0.02
C 5.51643 -4.46935 1.06358 0.003 0.007 0.010 -0.10
C 5.13987 -5.06223 -0.14269 0.002 -0.007 -0.002 -0.10
C 4.07840 -4.56030 -0.88659 -0.005 -0.005 0.006 -0.02
C 3.41126 -3.45839 -0.38538 0.014 0.021 0.025 -0.10
C -0.25135 -2.82620 -3.49008 -0.032 0.012 -0.038 -0.11
C -0.17041 -3.99053 -4.25381 -0.017 0.026 -0.008 -0.03
C -1.20314 -4.27837 -5.12165 0.011 -0.025 -0.004 -0.11
C -2.32042 -3.42746 -5.22335 -0.010 0.019 -0.002 -0.11
C -2.42126 -2.27898 -4.46835 0.031 -0.010 -0.022 -0.04
C -1.36805 -1.97247 -3.59795 0.012 -0.066 0.040 -0.11
N -1.17106 2.42023 -0.65500 0.031 -0.037 -0.008 0.11
H 3.61781 1.80474 6.46996 0.001 -0.003 -0.002 0.09
H 2.08628 3.70352 6.15145 0.001 0.000 0.001 0.09
H 0.75379 3.92358 4.07255 -0.002 0.001 -0.004 0.10
H -3.89493 3.58137 1.43357 -0.018 0.006 0.002 0.11
H -6.10360 4.07787 0.42557 -0.002 -0.001 -0.002 0.10
H -6.81604 2.93345 -1.64474 -0.001 0.005 0.003 0.10
H -5.29340 1.32076 -2.74876 0.010 -0.009 0.001 0.11
H 3.87202 0.06752 4.70690 0.000 0.000 0.000 0.11
H 5.12942 -2.88407 2.48808 -0.002 0.002 0.000 0.11
H 6.35034 -4.88163 1.61866 -0.001 -0.003 -0.002 0.09
H 5.68769 -5.92454 -0.50272 -0.001 0.000 -0.001 0.09
H 3.77812 -5.00583 -1.82598 -0.001 0.003 -0.002 0.11
H 0.68599 -4.64473 -4.15230 0.004 0.004 -0.002 0.11
H -1.16285 -5.17279 -5.73092 -0.004 0.001 0.001 0.09
H -3.11842 -3.68432 -5.90969 0.001 -0.006 0.000 0.09
H -3.28753 -1.63370 -4.55471 0.001 0.004 0.009 0.10
N 2.24374 2.46071 -3.71666 0.015 -0.001 0.030 0.04
C 1.70764 1.91896 -2.56503 -0.082 0.077 -0.046 -0.90
S 2.69030 0.81093 -1.67207 0.066 -0.049 0.019 0.60
N 0.51578 2.32485 -2.24767 0.038 -0.085 -0.009 0.02
N 0.14185 1.83307 -0.95348 -0.111 -0.009 0.021 -0.20
C 0.01082 2.94755 -0.02974 0.040 0.018 0.004 -0.21
C -1.39868 2.37171 1.68958 0.012 -0.023 0.015 -0.13
C -1.99505 2.50535 2.89388 0.011 0.022 -0.024 -0.05
C -3.19763 1.83456 3.24473 0.010 -0.023 -0.016 -0.14
C -3.60263 0.64945 2.67021 -0.028 0.009 0.019 -0.12
C -2.93495 -0.12074 1.70396 0.049 -0.030 0.001 -0.05
C -1.88985 0.27777 0.85672 -0.045 -0.001 0.028 -0.35
O -0.98594 -0.53074 0.49709 0.040 0.003 -0.047 -0.13
H 2.90339 1.86220 -4.18454 -0.010 -0.009 -0.013 0.06
H 1.56357 2.90451 -4.31404 -0.001 0.001 -0.009 0.08
H 0.40709 3.89108 -0.38393 -0.017 0.007 0.007 0.15
H -1.48111 3.09636 3.64480 -0.006 -0.009 0.010 0.10
H -3.74603 2.19356 4.10764 -0.001 0.006 -0.001 0.09
H -4.46793 0.17479 3.12621 -0.004 0.008 -0.001 0.09
H -3.09695 -1.19303 1.72856 0.007 0.003 0.005 0.11
```
Forces are in eV/Å.


Record 2
C40H26F5N3O5PS2Sn | ωB97M-V/def2-TZVPD

Output
net charge: +1
total energy: -3931.395566 Ha
highest occupied orbital energy (alpha / beta): -9.84 / -10.63 eV
relative energy (zero: lowest compared OMol25 entry of this formula, charge and spin): 119.8 kJ/mol

```
83
Properties=species:S:1:pos:R:3:forces:R:3:lowdin_charge:R:1
Sn 1.38415 -1.31524 -1.51819 -0.131 0.700 -0.054 1.42
C -5.80200 -0.25098 5.81448 0.076 -0.086 0.022 -0.06
O -4.80780 -1.15549 5.33824 0.013 0.099 0.006 -0.06
C -3.52574 -0.91095 5.66294 -0.174 -0.040 0.033 -0.27
C -3.11148 0.13495 6.48566 0.105 0.072 0.068 0.00
C -1.76306 0.29209 6.75728 -0.200 0.118 0.091 0.00
C -0.82158 -0.56091 6.19281 0.292 0.061 -0.104 -0.29
C -1.25010 -1.63858 5.40070 0.048 -0.080 -0.067 -0.01
C -2.58603 -1.80988 5.14100 0.087 -0.049 -0.028 0.02
N 0.51530 -0.30400 6.50894 -0.282 0.062 0.020 0.11
N 1.46131 -0.84254 5.88953 0.180 -0.075 -0.184 0.10
C 1.67967 -1.01722 4.59814 -0.028 -0.020 0.098 -0.22
C 2.63824 -2.03925 4.27769 0.025 0.092 -0.137 0.02
C 2.80974 -2.48085 3.01425 0.019 -0.034 0.015 0.02
C 2.05159 -1.91159 1.92344 -0.031 0.044 0.033 -0.34
O 2.11067 -2.34003 0.77269 0.241 -0.515 -0.147 -0.13
C 1.19766 -0.73526 2.20699 0.028 -0.102 -0.055 -0.15
N 0.63245 -0.16474 1.13126 -0.079 0.107 0.184 0.08
C -0.08677 0.92540 1.32355 -0.033 0.098 0.020 -0.10
C -0.23599 1.52416 2.57907 0.013 -0.013 -0.015 -0.01
C 0.34081 0.93022 3.67748 -0.074 0.083 0.029 0.02
C 1.04904 -0.26553 3.50880 -0.071 -0.018 0.221 -0.08
H -6.73705 -0.57958 5.37659 -0.040 -0.026 -0.019 0.10
H -5.58510 0.76834 5.49365 -0.010 0.032 -0.023 0.10
H -5.87602 -0.28954 6.90289 0.011 0.000 -0.005 0.10
H -3.82741 0.81103 6.92850 0.027 0.007 -0.008 0.11
H -1.41863 1.08497 7.40962 -0.014 -0.013 -0.028 0.12
H -0.52781 -2.34795 5.01586 -0.051 0.011 -0.023 0.12
H -2.94373 -2.63884 4.54395 0.017 0.025 0.017 0.13
H 3.18053 -2.48431 5.10301 -0.056 0.041 0.016 0.13
H 3.49637 -3.28369 2.77903 -0.041 0.023 -0.009 0.12
H -0.55562 1.35914 0.44633 0.003 -0.018 0.056 0.08
H -0.79815 2.44372 2.67558 0.025 -0.023 -0.015 0.12
H 0.26818 1.39225 4.65271 -0.067 -0.040 0.004 0.12
O 1.02550 -1.86469 -5.36614 -0.075 0.299 0.141 -0.28
S 0.89845 -0.86363 -4.35010 0.013 -0.360 -0.120 0.42
O 2.14980 -0.62565 -3.56657 0.196 -0.132 0.025 -0.51
O -0.13990 -1.16128 -3.31267 0.043 -0.130 0.056 -0.55
C 0.46846 0.67247 -5.08224 -0.022 0.081 0.035 -0.28
C 0.47445 0.71587 -6.47094 -0.017 0.000 0.080 -0.04
C 0.15478 1.89968 -7.11490 -0.013 0.072 0.028 -0.05
C -0.16840 3.01802 -6.36203 -0.003 -0.006 0.042 -0.05
C -0.16348 2.95787 -4.97274 -0.035 0.112 0.003 -0.06
C 0.15658 1.78800 -4.29261 0.009 -0.036 0.012 -0.30
P 0.15380 1.75542 -2.42594 -0.010 -0.140 -0.131 1.08
C 1.09584 3.25710 -2.00392 0.096 0.007 -0.036 -0.37
C 0.61164 4.56507 -1.97897 0.018 0.084 -0.081 -0.11
C 1.46120 5.62338 -1.68815 -0.036 -0.048 -0.007 -0.07
C 2.80459 5.39093 -1.42439 0.000 0.004 -0.013 -0.07
C 3.29706 4.09505 -1.44235 0.012 -0.041 0.008 -0.07
C 2.44418 3.03607 -1.72096 -0.005 0.140 0.034 -0.10
C -1.59628 2.16650 -2.08754 0.013 0.037 -0.120 -0.37
C -2.59001 1.50966 -2.81615 -0.003 -0.056 0.003 -0.08
C -3.93030 1.73652 -2.54320 0.008 -0.013 -0.010 -0.07
C -4.30149 2.62337 -1.54080 0.027 0.010 0.005 -0.08
C -3.32279 3.27009 -0.80089 0.064 -0.030 -0.038 -0.07
C -1.97755 3.03952 -1.06953 -0.075 -0.035 0.154 -0.13
H 0.72569 -0.17824 -7.02556 -0.017 0.032 0.023 0.12
H 0.15770 1.94669 -8.19638 -0.009 -0.007 0.043 0.12
H -0.43001 3.94685 -6.85540 0.026 -0.046 0.042 0.11
H -0.41956 3.84880 -4.41241 0.009 -0.025 0.014 0.11
H -0.43222 4.76832 -2.18426 0.052 -0.003 -0.041 0.10
H 1.07226 6.63322 -1.67161 0.002 -0.004 -0.006 0.11
H 3.46611 6.21984 -1.20672 -0.020 -0.016 0.006 0.11
H 4.34344 3.90756 -1.23616 -0.031 -0.002 -0.008 0.11
H 2.82949 2.02506 -1.72962 0.054 -0.085 -0.016 0.09
H -2.31267 0.80995 -3.59803 -0.025 0.051 0.021 0.11
H -4.68862 1.22135 -3.11892 0.017 0.010 0.001 0.11
H -5.34876 2.81153 -1.34042 0.030 -0.015 -0.002 0.11
H -3.60280 3.96673 -0.02018 0.015 -0.023 -0.010 0.11
H -1.22643 3.55269 -0.47955 -0.049 -0.030 -0.021 0.09
F 4.49151 -8.29817 -1.69191 0.044 -0.055 0.009 0.19
C 3.70137 -7.28126 -1.94294 0.025 -0.011 0.006 -0.10
C 2.55568 -7.47816 -2.71069 0.108 -0.117 0.034 -0.13
F 2.28482 -8.68580 -3.17787 0.005 -0.022 0.006 0.16
C 1.72663 -6.41652 -2.96604 0.147 0.097 0.130 -0.23
F 0.64569 -6.61484 -3.68724 -0.083 0.054 -0.021 0.14
C 2.01861 -5.12319 -2.45932 0.322 -0.167 0.174 -0.51
S 0.97442 -3.85867 -2.76520 -0.611 0.181 -0.311 0.90
C 3.20738 -4.96435 -1.70338 -0.162 -0.087 -0.155 -0.22
F 3.53471 -3.77006 -1.24318 0.003 0.126 -0.015 0.09
C 4.03048 -6.02192 -1.43828 0.110 -0.156 0.023 -0.13
F 5.13328 -5.87210 -0.71947 0.006 -0.023 -0.006 0.15
```
Forces are in eV/Å.